The following is a DFT calculation (the ωB97M-V functional and the def2-TZVPD basis) of C30H27N10O2Os as an isolated structure.

Output
Energy relative to the best compared isomer or geometry (same formula, charge and spin) (kcal/mol): 0.00
E_LUMO (spin up / spin down) (eV): -8.2 / -11.1
HOMO (spin up / spin down) (eV): -16.4 / -16.8
Kohn-Sham gap (spin up / spin down) (eV): 8.14 / 5.67
Total energy (hartree): -1947.1195

```
! wB97M-V def2-TZVPD RIJCOSX def2/J DEFGRID3
* xyz 3 5
Os -2.2068 -1.8671 -0.0909
C -2.8079 3.7095 -0.4947
N -2.6321 2.3501 0.0197
C -2.5929 1.2007 -0.6378
N -2.4445 0.2093 0.2446
C -2.3988 0.8511 1.4567
N -2.5163 2.1415 1.3491
C -1.6411 4.6171 -0.1745
C -1.8513 6.0048 -0.2025
C -0.8234 6.9011 0.0558
C 0.4376 6.4307 0.3652
C 0.6532 5.0415 0.4046
C -0.3910 4.1380 0.1256
C 1.9371 4.5583 0.7487
N 3.0322 5.2745 1.0491
N 3.9963 4.4280 1.3176
C 3.4964 3.1879 1.1831
O 2.1964 3.2365 0.8220
C 4.1647 1.9591 1.3750
C 5.5223 1.9723 1.7480
C 6.1751 0.7699 1.9248
C 5.4927 -0.4236 1.7312
C 4.1363 -0.4473 1.3656
C 3.4636 -1.7931 1.1983
N 2.1784 -1.7089 0.5087
C 0.9563 -1.9618 0.9619
N 0.0790 -1.7736 -0.0218
C 0.8613 -1.3951 -1.0804
N 2.1313 -1.3472 -0.7914
C 3.4752 0.7415 1.1876
H -3.7239 4.1048 -0.0568
H -2.9591 3.6261 -1.5715
H -2.6699 1.0969 -1.7073
H -2.2985 0.3447 2.4021
H -2.8393 6.3904 -0.4267
H -1.0149 7.9644 0.0262
H 1.2528 7.1072 0.5840
H -0.1926 3.0756 0.1720
H 6.0326 2.9162 1.8849
H 7.2187 0.7540 2.2057
H 6.0247 -1.3592 1.8617
H 3.2810 -2.2553 2.1693
H 4.0952 -2.4678 0.6210
H 0.7370 -2.2698 1.9712
H 0.4708 -1.1651 -2.0562
H 2.4363 0.7664 0.8884
C -3.4150 -2.5708 1.4833
C -2.6227 -3.7136 1.0764
C -2.7469 -4.0775 -0.3009
C -1.7364 -4.8928 -0.8879
C -0.6832 -5.3284 -0.1331
C -0.6298 -5.0653 1.2684
C -1.5580 -4.2668 1.8567
C 0.3898 -6.0631 -0.7443
N 1.2916 -6.5888 -1.2222
H -3.2596 -2.1898 2.4881
H -4.4577 -2.5358 1.1720
H -3.7145 -4.0107 -0.7863
H -1.8189 -5.1930 -1.9245
H 0.1617 -5.5169 1.8527
H -1.5296 -4.0643 2.9201
C -1.4922 -2.0871 -4.4763
C -2.4185 -2.0156 -3.3097
N -3.6550 -2.4554 -3.4438
O -2.0051 -1.5272 -2.2174
H -1.9735 -2.4603 -5.3763
H -0.6556 -2.7393 -4.2195
H -1.0908 -1.0923 -4.6699
H -3.9854 -2.8130 -4.3279
H -4.3252 -2.3674 -2.6947
*
```